The following is a quantum chemistry calculation of C27H34B2N7O7Pt as an isolated structure, from the Open Molecules 2025 dataset.

Element x y z (Å)
Pt (-0.66100, 0.99063, 0.05073)
B (-3.48746, 3.10069, 0.14164)
N (-2.42000, 3.12373, 1.28159)
C (-2.55485, 3.86613, 2.38456)
C (-1.37831, 3.81037, 3.11033)
C (-0.55484, 2.97590, 2.36236)
N (-1.19632, 2.56467, 1.26701)
N (-2.97971, 2.34868, -1.12094)
C (-3.50188, 2.56770, -2.33010)
C (-3.15310, 1.52390, -3.16910)
C (-2.38010, 0.68751, -2.37294)
N (-2.28657, 1.18697, -1.13464)
H (-4.49079, 2.57488, 0.57504)
H (-3.70028, 4.23576, -0.22218)
H (-3.46874, 4.41061, 2.55580)
H (-1.15262, 4.29503, 4.04390)
H (0.45586, 2.64995, 2.53605)
H (-4.11835, 3.43522, -2.49531)
H (-3.41634, 1.38879, -4.20342)
H (-1.88226, -0.23043, -2.62726)
C (0.72166, -3.96658, 2.86053)
C (-0.31049, -3.01259, 2.30602)
N (-1.60912, -3.27365, 2.65124)
O (-0.02099, -2.09176, 1.57617)
H (0.72918, -4.87112, 2.24987)
H (0.51113, -4.24250, 3.89516)
H (1.69601, -3.48914, 2.79494)
H (-1.82613, -3.89793, 3.40604)
H (-2.29578, -2.58896, 2.38234)
C (2.24610, 0.11562, -5.44544)
C (2.39032, 0.37511, -3.95418)
C (3.81491, 0.05366, -3.51151)
O (1.52154, -0.52471, -3.26200)
B (0.92395, 0.16060, -2.19795)
O (1.21622, 1.52080, -2.26507)
C (1.90112, 1.79276, -3.48479)
C (3.02534, 2.77532, -3.18894)
C (0.89226, 2.43005, -4.43707)
H (2.56252, -0.90663, -5.65814)
H (2.87288, 0.79762, -6.02575)
H (1.21211, 0.22440, -5.76748)
H (4.00640, -1.00108, -3.71401)
H (3.93341, 0.21831, -2.43985)
H (4.55539, 0.65139, -4.04598)
H (3.60449, 2.44840, -2.32773)
H (2.59957, 3.75227, -2.95667)
H (3.69135, 2.88741, -4.04822)
H (0.02292, 1.78223, -4.56376)
H (1.32689, 2.64083, -5.41632)
H (0.54585, 3.36660, -3.99867)
O (2.90903, -0.06941, 1.88691)
C (1.72581, 0.23528, 1.93617)
O (1.12233, 0.90834, 1.02321)
C (0.98427, -0.09873, 3.23480)
C (-0.39234, 0.02990, 3.39306)
C (-1.01007, -0.34665, 4.57231)
C (-0.22683, -0.84654, 5.60058)
C (1.14815, -0.96382, 5.48714)
C (1.74255, -0.58823, 4.29403)
N (-0.87747, -1.29574, 6.83703)
O (-0.17035, -1.64169, 7.76710)
O (-2.09493, -1.31090, 6.87299)
H (-0.99073, 0.38396, 2.56694)
H (-2.07950, -0.26700, 4.69870)
H (1.72516, -1.34926, 6.31446)
H (2.80982, -0.68079, 4.14768)
N (0.06749, -0.40031, -1.24141)
C (-0.14351, -1.77763, -1.16542)
C (0.89656, -2.69953, -1.33159)
C (0.66759, -4.06062, -1.22215)
C (-0.60404, -4.55375, -0.95278)
C (-1.64977, -3.65142, -0.80561)
C (-1.42461, -2.28944, -0.91337)
H (1.89555, -2.32913, -1.51780)
H (1.49993, -4.74704, -1.33400)
H (-0.77459, -5.61924, -0.85430)
H (-2.64966, -4.01119, -0.58850)
H (-2.23915, -1.59285, -0.75216)

Values from the calculation:
**Spin multiplicity**: 1
**Total charge**: -1
**ΔE to the lowest compared entry with this formula, charge and spin**: 0.254 eV
**HOMO**: -4.69 eV
**Orbital gap**: 0.2384 Ha
**E**: -57919.631 eV

Charge distribution, Mulliken scheme, values in e: 1.128 -0.042 0.251 -0.194 -1.151 -0.253 -0.205 0.168 -0.279 -1.334 -0.070 0.208 -0.149 -0.160 0.443 0.403 0.710 0.445 0.438 0.478 -1.675 0.565 -0.253 -0.169 0.365 0.473 0.282 0.206 0.265 -1.923 1.722 -2.050 -0.707 1.523 -0.599 1.686 -1.933 -2.037 0.436 0.362 0.360 0.464 0.381 0.376 0.340 0.462 0.338 0.297 0.343 0.511 -0.824 -0.110 -0.653 0.493 0.447 -0.937 -0.170 -0.571 -0.888 1.015 -0.640 -0.631 0.660 0.532 0.510 0.536 -0.576 -0.279 0.119 -0.922 -0.498 -0.769 -0.003 0.386 0.350 0.388 0.373 0.414